No. 1
The following is a quantum chemistry calculation of 5 unconnected molecules or ions with the total composition C49H109NO6P3, from OMol25.

Energy above the lowest of the compared OMol25 structures with the same formula, charge and spin ... 169.9 kJ/mol
LUMO level ... -1.52 eV
Net charge ... +1
HOMO-LUMO gap ... 6.9 eV

Geometry (Å):
1 C 17.658 1.178 7.895
2 C 16.894 -0.108 8.179
3 C 16.868 -1.143 7.045
4 C 16.250 -0.597 5.760
5 P 15.751 -1.862 4.588
6 C 14.562 -2.944 5.472
7 C 13.522 -2.165 6.317
8 C 12.260 -2.954 6.720
9 C 12.404 -4.479 6.810
10 C 17.141 -2.921 4.363
11 C 18.332 -2.308 3.603
12 C 19.540 -3.286 3.511
13 C 20.726 -2.838 4.395
14 C 15.099 -1.124 3.075
15 C 15.933 -0.003 2.437
16 C 15.772 0.112 0.902
17 C 16.386 -1.150 0.239
18 H 18.754 1.160 7.969
19 H 17.549 2.021 8.585
20 H 17.398 1.564 6.906
21 H 15.871 0.227 8.400
22 H 17.173 -0.454 9.178
23 H 16.338 -1.971 7.518
24 H 17.920 -1.384 6.871
25 H 16.807 0.183 5.231
26 H 15.351 -0.055 6.080
27 H 15.161 -3.541 6.159
28 H 14.124 -3.577 4.699
29 H 13.111 -1.393 5.659
30 H 13.964 -1.606 7.139
31 H 11.460 -2.596 6.071
32 H 11.885 -2.668 7.706
33 H 12.571 -4.921 5.820
34 H 11.586 -5.083 7.196
35 H 13.325 -4.774 7.320
36 H 16.826 -3.829 3.836
37 H 17.446 -3.308 5.338
38 H 18.715 -1.399 4.075
39 H 18.039 -1.946 2.618
40 H 19.973 -3.341 2.512
41 H 19.280 -4.302 3.811
42 H 21.480 -3.624 4.405
43 H 20.451 -2.672 5.439
44 H 21.125 -1.900 4.007
45 H 14.146 -0.694 3.408
46 H 14.734 -1.833 2.327
47 H 16.983 -0.014 2.719
48 H 15.496 0.912 2.844
49 H 16.266 1.025 0.575
50 H 14.734 0.184 0.570
51 H 16.015 -1.190 -0.791
52 H 16.046 -2.098 0.651
53 H 17.458 -0.967 0.173
54 C 15.380 1.947 -2.376
55 C 16.737 2.646 -2.614
56 C 16.796 4.034 -1.948
57 C 17.092 3.908 -0.434
58 P 17.539 5.491 0.256
59 C 18.454 5.211 1.776
60 C 18.506 6.361 2.789
61 C 19.362 5.983 4.025
62 C 18.695 6.190 5.353
63 C 18.658 6.445 -0.823
64 C 19.924 5.757 -1.261
65 C 20.573 6.498 -2.457
66 C 22.042 6.219 -2.595
67 C 15.986 6.463 0.445
68 C 16.302 7.972 0.577
69 C 15.122 8.887 0.947
70 C 15.534 10.373 0.935
71 H 15.515 0.892 -2.639
72 H 14.662 2.342 -3.089
73 H 15.186 1.875 -1.307
74 H 16.935 2.688 -3.685
75 H 17.552 2.062 -2.179
76 H 15.875 4.593 -2.119
77 H 17.625 4.538 -2.450
78 H 17.872 3.187 -0.185
79 H 16.140 3.690 0.059
80 H 19.404 4.865 1.362
81 H 17.987 4.364 2.291
82 H 17.490 6.597 3.121
83 H 18.780 7.314 2.326
84 H 20.229 6.659 4.010
85 H 19.840 5.014 3.887
86 H 18.441 7.208 5.644
87 H 19.217 5.664 6.156
88 H 17.737 5.653 5.379
89 H 18.805 7.405 -0.327
90 H 17.990 6.626 -1.675
91 H 19.749 4.712 -1.537
92 H 20.632 5.656 -0.433
93 H 20.515 7.574 -2.272
94 H 19.940 6.178 -3.285
95 H 22.278 5.382 -3.262
96 H 22.697 6.126 -1.727
97 H 22.575 7.010 -3.139
98 H 15.612 6.029 1.377
99 H 15.471 6.135 -0.458
100 H 16.781 8.360 -0.324
101 H 17.050 8.072 1.366
102 H 14.830 8.655 1.972
103 H 14.313 8.664 0.250
104 H 14.633 10.891 1.256
105 H 15.842 10.697 -0.058
106 H 16.367 10.454 1.632
107 C 21.570 2.827 -2.998
108 C 21.818 1.380 -2.573
109 C 23.164 0.908 -3.050
110 C 24.391 1.491 -2.311
111 P 24.432 1.226 -0.527
112 C 26.061 1.249 0.173
113 C 26.866 2.545 -0.036
114 C 28.312 2.382 0.455
115 C 29.327 3.392 -0.128
116 C 23.520 2.654 0.121
117 C 23.485 2.792 1.667
118 C 22.765 4.072 2.071
119 C 23.411 5.388 1.662
120 C 23.591 -0.228 0.064
121 C 24.215 -1.605 -0.320
122 C 23.192 -2.692 0.047
123 C 22.596 -2.655 1.439
124 H 22.437 3.447 -2.744
125 H 20.705 3.387 -2.653
126 H 21.569 2.858 -4.093
127 H 21.088 0.753 -3.095
128 H 21.560 1.233 -1.523
129 H 23.341 1.047 -4.116
130 H 23.232 -0.167 -2.844
131 H 24.379 2.568 -2.502
132 H 25.314 1.151 -2.787
133 H 26.598 0.405 -0.274
134 H 25.929 0.998 1.229
135 H 26.296 3.327 0.473
136 H 26.863 2.890 -1.075
137 H 28.657 1.377 0.215
138 H 28.267 2.557 1.531
139 H 29.373 4.289 0.490
140 H 29.192 3.682 -1.168
141 H 30.285 2.891 0.014
142 H 22.483 2.446 -0.165
143 H 23.924 3.587 -0.267
144 H 24.503 2.796 2.076
145 H 23.110 1.868 2.112
146 H 22.716 4.017 3.166
147 H 21.686 4.040 1.916
148 H 24.422 5.511 2.054
149 H 22.906 6.244 2.119
150 H 23.323 5.547 0.587
151 H 22.530 -0.220 -0.205
152 H 23.555 -0.104 1.151
153 H 25.121 -1.764 0.263
154 H 24.405 -1.530 -1.391
155 H 23.677 -3.664 -0.086
156 H 22.360 -2.734 -0.659
157 H 21.755 -1.959 1.453
158 H 23.237 -2.509 2.314
159 H 22.214 -3.645 1.705
160 O 17.433 2.152 4.261
161 C 16.385 3.031 4.269
162 O 15.854 3.306 5.380
163 O 15.879 3.516 3.183
164 H 17.663 2.043 3.319
165 N 19.747 1.519 1.051
166 O 20.092 0.317 1.077
167 O 19.041 1.995 1.998
168 O 20.057 2.295 0.100

No. 2
The following is a quantum chemistry calculation of a molecular structure, C4H3Br3NO2, from OMol25.

Energy above the lowest of the compared OMol25 structures with the same formula, charge and spin ... 89.5 kJ/mol
LUMO level ... 2.95 eV
Net charge ... -1
HOMO-LUMO gap ... 6.5 eV

Geometry (Å):
1 C 0.090 0.006 -1.204
2 C -2.360 1.043 1.720
3 C -1.003 -0.665 -0.894
4 C 1.832 -0.682 0.014
5 N 0.543 0.992 -1.874
6 O -2.469 0.007 2.196
7 O -2.237 2.080 1.253
8 Br 1.848 -0.235 2.004
9 Br 3.518 0.072 -0.684
10 Br 1.861 -2.590 -0.157
11 H -1.761 -0.076 -0.397
12 H -0.947 -1.640 -0.592
13 H 1.086 1.688 -1.384

No. 3
The following is a quantum chemistry calculation of 5 unconnected molecules or ions with the total composition C24H41N4O6P, from OMol25.

SMILES ... C#CCC1=C(P(C)CC)C(=O)C=CC1=O.CN(C)C=O.CN(C)C=O.CN(C)C=O.CN(C)C=O
LUMO level ... -0.62 eV
HOMO-LUMO gap ... 7.6 eV

Geometry (Å):
1 C 0.137 3.155 3.415
2 C 1.219 2.651 3.285
3 C 2.669 2.376 3.136
4 C 3.015 1.713 1.811
5 C 4.091 0.932 1.711
6 P 5.211 0.541 3.125
7 C 5.736 -1.212 2.829
8 C 6.780 1.518 3.031
9 C 7.529 1.282 4.392
10 C 4.375 0.312 0.360
11 O 5.472 0.029 -0.047
12 C 3.171 -0.005 -0.502
13 C 2.092 0.750 -0.393
14 C 2.162 1.909 0.568
15 O 1.545 2.917 0.357
16 H -0.794 3.667 3.392
17 H 2.968 1.759 3.987
18 H 3.249 3.303 3.210
19 H 4.823 -1.808 2.737
20 H 6.388 -1.566 3.632
21 H 6.313 -1.324 1.900
22 H 6.632 2.598 2.940
23 H 7.458 1.173 2.240
24 H 8.038 0.315 4.359
25 H 6.744 1.178 5.156
26 H 8.189 2.109 4.652
27 H 3.209 -0.844 -1.191
28 H 1.215 0.515 -0.986
29 C -1.453 -0.654 -0.873
30 O -0.473 -1.266 -0.474
31 N -2.160 -0.961 -1.970
32 C -3.313 -0.191 -2.391
33 C -1.752 -2.107 -2.765
34 H -1.840 0.230 -0.341
35 H -4.190 -0.841 -2.415
36 H -3.129 0.210 -3.391
37 H -3.499 0.632 -1.704
38 H -1.781 -3.007 -2.146
39 H -0.733 -1.958 -3.114
40 H -2.414 -2.227 -3.617
41 C -0.446 -1.658 -6.331
42 O -0.810 -0.987 -5.383
43 N 0.837 -1.864 -6.681
44 C 1.204 -2.678 -7.823
45 C 1.886 -1.250 -5.883
46 H -1.165 -2.166 -6.996
47 H 1.822 -3.515 -7.493
48 H 1.770 -2.073 -8.535
49 H 0.315 -3.067 -8.317
50 H 1.814 -1.599 -4.852
51 H 1.761 -0.166 -5.889
52 H 2.862 -1.507 -6.288
53 C -2.415 -3.338 2.613
54 O -2.938 -4.355 3.033
55 N -2.568 -2.113 3.151
56 C -1.912 -0.941 2.598
57 C -3.415 -1.965 4.319
58 H -1.752 -3.342 1.731
59 H -1.262 -0.501 3.359
60 H -2.671 -0.215 2.301
61 H -1.314 -1.208 1.729
62 H -3.031 -2.584 5.131
63 H -4.427 -2.298 4.081
64 H -3.438 -0.924 4.632
65 C -4.966 1.860 1.098
66 O -4.460 0.775 0.880
67 N -6.029 2.361 0.441
68 C -6.583 3.664 0.752
69 C -6.637 1.567 -0.614
70 H -4.580 2.537 1.879
71 H -7.625 3.554 1.059
72 H -6.535 4.302 -0.132
73 H -6.025 4.134 1.559
74 H -6.980 0.617 -0.204
75 H -5.897 1.361 -1.389
76 H -7.478 2.103 -1.047

No. 4
The following is a quantum chemistry calculation of a gas-phase ion, C4H11N2 (charge +1), from OMol25.

Energy above the lowest of the compared OMol25 structures with the same formula, charge and spin ... 64.4 kJ/mol
SMILES ... CCC/[NH+]=C\N
LUMO level ... -3.77 eV
Net charge ... +1
HOMO-LUMO gap ... 11.5 eV

Geometry (Å):
1 C -1.651 -0.174 -1.756
2 C -0.411 0.303 -1.010
3 C -0.667 0.432 0.514
4 N 2.212 0.171 0.757
5 C 1.387 -0.548 1.482
6 N 0.085 -0.560 1.318
7 H -2.444 0.571 -1.757
8 H -2.050 -1.052 -1.242
9 H -1.392 -0.467 -2.766
10 H 0.383 -0.433 -1.117
11 H -0.037 1.273 -1.335
12 H -0.252 1.399 0.824
13 H -1.697 0.426 0.860
14 H 3.206 0.033 0.852
15 H 1.899 0.998 0.269
16 H 1.823 -1.398 1.999
17 H -0.395 -0.975 2.108

No. 5
The following is a quantum chemistry calculation of 2 unconnected molecules or ions with the total composition C4H11BN2, from OMol25.

Energy above the lowest of the compared OMol25 structures with the same formula, charge and spin ... 543.1 kJ/mol
SMILES ... CN(C)C.BC#N
LUMO level ... -1.64 eV
HOMO-LUMO gap ... 6.2 eV

Geometry (Å):
1 C -0.287 0.435 -2.206
2 N 0.791 -0.056 -1.319
3 C 1.266 -1.448 -1.387
4 C 0.664 0.450 0.031
5 H -0.548 -0.335 -2.930
6 H -1.167 0.704 -1.588
7 H 0.085 1.339 -2.708
8 H 0.789 -1.957 -2.222
9 H 2.358 -1.420 -1.518
10 H 1.032 -1.964 -0.432
11 H 1.515 0.166 0.652
12 H 0.559 1.535 0.032
13 H -0.225 0.002 0.347
14 B -0.862 0.633 3.508
15 H -0.154 -0.408 3.437
16 H -0.312 1.658 3.082
17 C -2.287 0.424 2.958
18 N -3.216 0.242 2.261

No. 6
The following is a quantum chemistry calculation of a molecular structure, C20H21Cl2NO3S, from OMol25.

Energy above the lowest of the compared OMol25 structures with the same formula, charge and spin ... 10.4 kJ/mol
LUMO level ... -1.01 eV
HOMO-LUMO gap ... 5.3 eV

Geometry (Å):
1 Cl 7.422 -4.641 3.282
2 C 5.982 -3.914 2.705
3 C 6.018 -3.055 1.601
4 C 4.834 -2.490 1.107
5 C 3.609 -2.782 1.710
6 S 2.044 -2.132 0.976
7 C 1.654 -0.715 1.867
8 Cl 0.860 0.623 1.330
9 O 2.390 -1.809 -0.397
10 O 1.060 -3.170 1.231
11 C 3.574 -3.624 2.824
12 C 4.757 -4.188 3.322
13 H 6.969 -2.849 1.121
14 H 4.883 -1.856 0.227
15 H 2.260 -0.464 2.728
16 H 2.631 -3.884 3.296
17 H 4.733 -4.859 4.174
18 C -3.966 -0.583 -4.528
19 C -2.756 -0.896 -3.660
20 N -2.369 0.223 -2.792
21 C -1.900 -0.027 -1.555
22 C -1.529 0.968 -0.657
23 C -1.351 0.824 0.732
24 C -1.377 2.084 1.545
25 C -2.021 2.118 2.778
26 C -2.023 3.287 3.548
27 C -1.313 4.420 3.114
28 C -0.611 4.375 1.898
29 C -0.640 3.207 1.122
30 C -2.403 1.587 -3.347
31 C -2.772 1.494 -4.829
32 O -4.017 0.760 -5.008
33 H -3.957 -1.244 -5.413
34 H -4.892 -0.764 -3.956
35 H -2.966 -1.743 -3.002
36 H -1.912 -1.138 -4.323
37 H -2.000 -1.069 -1.229
38 H -1.342 1.980 -1.035
39 H -1.426 -0.174 1.200
40 H -2.598 1.234 3.073
41 H -2.598 3.308 4.485
42 H -1.264 5.309 3.749
43 H -0.039 5.250 1.560
44 H -0.118 3.205 0.163
45 H -3.157 2.223 -2.842
46 H -1.425 2.085 -3.240
47 H -3.004 2.487 -5.252
48 H -1.936 1.017 -5.398

No. 7
The following is a quantum chemistry calculation of a molecular structure, C15H35BN4Si4TeTl, from OMol25.

Energy above the lowest of the compared OMol25 structures with the same formula, charge and spin ... 24.2 kJ/mol
LUMO level ... 2.58 eV
Net charge ... -1
HOMO-LUMO gap ... 6.6 eV

Geometry (Å):
1 Tl -2.203 2.003 0.753
2 B -3.979 4.398 -1.971
3 N -2.520 4.755 -1.541
4 C -1.893 5.882 -1.914
5 C -0.674 5.951 -1.266
6 C -0.635 4.780 -0.507
7 N -1.751 4.076 -0.673
8 N -4.240 2.862 -2.084
9 C -5.125 2.320 -2.936
10 C -5.200 0.961 -2.696
11 C -4.288 0.755 -1.660
12 N -3.725 1.904 -1.296
13 H -4.114 4.842 -3.093
14 H -4.779 4.905 -1.205
15 H -2.356 6.552 -2.620
16 H 0.077 6.717 -1.353
17 H 0.149 4.400 0.130
18 H -5.633 2.939 -3.656
19 H -5.803 0.232 -3.210
20 H -3.993 -0.164 -1.176
21 C 3.888 -0.342 -1.521
22 Si 2.914 -1.798 -0.845
23 C 2.337 -2.842 -2.303
24 C 4.079 -2.850 0.207
25 Si 1.061 -1.067 0.368
26 Te -0.092 0.631 -1.032
27 Si -0.369 -2.869 0.739
28 C -1.311 -3.286 -0.831
29 C 0.551 -4.420 1.301
30 C -1.617 -2.411 2.072
31 Si 1.844 -0.255 2.414
32 C 0.534 0.704 3.353
33 C 2.414 -1.664 3.535
34 C 3.310 0.889 2.118
35 H 4.702 -0.674 -2.172
36 H 4.319 0.252 -0.711
37 H 3.226 0.312 -2.092
38 H 3.166 -3.092 -2.972
39 H 1.586 -2.293 -2.877
40 H 1.884 -3.778 -1.964
41 H 4.910 -3.239 -0.389
42 H 3.555 -3.700 0.651
43 H 4.503 -2.255 1.021
44 H -0.635 -3.633 -1.616
45 H -1.818 -2.394 -1.205
46 H -2.056 -4.066 -0.650
47 H 1.239 -4.761 0.522
48 H -0.139 -5.240 1.519
49 H 1.139 -4.224 2.202
50 H -2.103 -1.464 1.819
51 H -1.129 -2.288 3.043
52 H -2.393 -3.174 2.178
53 H -0.327 0.076 3.595
54 H 0.170 1.541 2.753
55 H 0.935 1.107 4.288
56 H 1.569 -2.309 3.792
57 H 2.845 -1.293 4.469
58 H 3.166 -2.283 3.039
59 H 3.039 1.662 1.394
60 H 4.165 0.338 1.720
61 H 3.625 1.380 3.043

No. 8
The following is a quantum chemistry calculation of 2 unconnected molecules or ions with the total composition C5H6N3, from OMol25.

Energy above the lowest of the compared OMol25 structures with the same formula, charge and spin ... 575.5 kJ/mol
LUMO level ... -5.85 eV
Net charge ... +1
HOMO-LUMO gap ... 8.6 eV

Geometry (Å):
1 C 0.258 -1.351 1.712
2 C -0.297 -0.382 1.189
3 C 3.218 -1.918 -0.943
4 C -0.971 0.572 0.363
5 C -1.383 0.149 -1.060
6 N 2.254 -1.385 -1.183
7 N -1.044 1.749 0.711
8 N -0.875 2.893 0.726
9 H 0.601 -1.879 2.487
10 H 4.061 -2.366 -0.541
11 H -1.797 -0.831 -1.067
12 H -0.517 0.135 -1.678
13 H -2.079 0.878 -1.622
14 H -1.429 3.734 0.906

No. 9
The following is a quantum chemistry calculation of a molecular structure, C10H16ClDyScTe, from OMol25.

Energy above the lowest of the compared OMol25 structures with the same formula, charge and spin ... 131.7 kJ/mol
LUMO level (alpha / beta) ... 2.19 / 2.19 eV
Spin multiplicity ... 6
Net charge ... -1
HOMO-LUMO gap (alpha / beta) ... 5.2 / 5.2 eV

Geometry (Å):
1 Dy 1.128 -0.475 -1.709
2 Cl 1.981 -2.675 -1.076
3 C 2.387 1.141 -2.810
4 C -0.330 -0.736 -3.574
5 H 1.866 1.362 -3.760
6 H 2.701 2.083 -2.348
7 H 3.301 0.575 -3.054
8 H -0.068 -0.029 -4.381
9 H -1.427 -0.774 -3.538
10 H -0.020 -1.742 -3.912
11 Sc -0.991 0.882 1.422
12 C -1.333 -1.244 1.324
13 C -1.467 1.647 -0.474
14 H -2.420 -1.206 1.146
15 H -0.849 -2.021 0.706
16 H -1.195 -1.476 2.388
17 H -1.962 1.140 -1.331
18 H -0.806 2.434 -0.908
19 Te 1.649 1.419 0.871
20 C 0.931 0.928 2.936
21 C -0.187 1.592 3.501
22 C -0.932 0.938 4.525
23 C -0.387 -0.184 5.157
24 C 0.795 -0.761 4.684
25 C 1.410 -0.252 3.539
26 H -0.561 2.561 3.111
27 H -1.891 1.343 4.840
28 H -0.905 -0.635 6.016
29 H 1.212 -1.629 5.198
30 H 2.242 -0.796 3.081

No. 10
The following is a quantum chemistry calculation of a molecular structure, C6H11N, from OMol25.

Energy above the lowest of the compared OMol25 structures with the same formula, charge and spin ... 379.2 kJ/mol
LUMO level ... 0.97 eV
HOMO-LUMO gap ... 9.0 eV

Geometry (Å):
1 C 0.323 1.783 0.375
2 C 0.393 0.620 -0.601
3 C 0.087 -0.414 0.544
4 C -0.440 0.744 -1.879
5 C 1.229 -1.211 1.153
6 C -1.353 -0.947 0.547
7 N -0.087 1.287 1.468
8 H 0.474 2.774 0.199
9 H 1.504 0.663 -0.872
10 H -0.685 -0.355 -2.237
11 H 0.138 1.254 -2.512
12 H -1.280 1.304 -1.661
13 H 1.497 -1.894 0.470
14 H 1.070 -1.620 2.100
15 H 2.031 -0.624 1.476
16 H -1.280 -1.794 -0.050
17 H -1.912 -0.335 -0.015
18 H -1.708 -1.234 1.493

Q: Which max |F| values were calculated for the entries above? A: 4.71 3.97 1.67 2.06 3.72 1.99 0.17 6.50 3.13 5.73, in eV/A.